[1]
{
  "formula": "C13H24NO6STi",
  "method": "the ωB97M-V functional and the def2-TZVPD basis",
  "homo_ev": -11.265,
  "e_lumo_ha": -0.0914,
  "max_force_ev_per_a": 0.12,
  "de_lowest_kj_mol": 0.0,
  "total_charge": 1,
  "orbital_gap_ev": 8.8,
  "elements": ["Ti", "C", "C", "O", "C", "C", "O", "C", "C", "O", "C", "C", "O", "C", "C", "O", "C", "C", "O", "H", "H", "H", "H", "H", "H", "H", "H", "H", "H", "H", "H", "H", "H", "H", "H", "H", "H", "H", "H", "H", "H", "H", "H", "S", "C", "N"],
  "coordinates": [[-0.066313, -0.364638, 0.141615], [1.159556, -2.138296, -2.343676], [2.008383, -0.899003, -2.213183], [1.125620, 0.114107, -1.734974], [1.533930, 1.466992, -1.943253], [0.303342, 2.314604, -1.716321], [-0.276884, 1.854699, -0.503164], [-1.062703, 2.765791, 0.253221], [-1.756271, 1.893866, 1.281392], [-0.844525, 0.861817, 1.699899], [0.088987, 1.131509, 2.758980], [1.457613, 1.416919, 2.148510], [1.653087, 0.628897, 0.969493], [1.786441, -0.801367, 1.051221], [-0.729592, -1.833788, 1.570581], [-1.529808, -0.594322, -0.940196], [-1.856548, -1.659642, -1.791038], [-0.944926, -2.828762, -1.462618], [0.359683, -2.287822, -1.163114], [1.782302, -3.024488, -2.479365], [0.504954, -2.024154, -3.209911], [2.401391, -0.620281, -3.193254], [2.842437, -1.023916, -1.521738], [1.897082, 1.587793, -2.965547], [2.329067, 1.721270, -1.239020], [-0.416369, 2.192820, -2.529523], [0.583656, 3.367155, -1.633110], [-1.800990, 3.270277, -0.374769], [-0.411510, 3.519508, 0.707517], [-2.589720, 1.355249, 0.833213], [-2.109309, 2.444218, 2.152120], [0.097952, 0.238994, 3.381712], [-0.273559, 1.958617, 3.368366], [2.253871, 1.217351, 2.866543], [1.537277, 2.451081, 1.815827], [1.783789, -1.156670, 2.079678], [2.690848, -1.105728, 0.533418], [-0.449681, -2.843470, 1.267352], [-0.305977, -1.705469, 2.565791], [-1.731111, -1.340922, -2.831893], [-2.901439, -1.951233, -1.652798], [-0.872158, -3.558771, -2.269703], [-1.272993, -3.345456, -0.564715], [-2.548216, -1.869072, 1.801069], [-2.679263, -0.785971, 3.088930], [-2.751418, -0.010298, 3.940452]],
  "atomic_forces_ev_per_a": [[0.02, 0.08, -0.09], [-0.02, 0.00, 0.00], [0.03, 0.03, 0.01], [-0.01, -0.05, 0.02], [0.03, 0.03, 0.02], [-0.01, 0.00, -0.03], [-0.01, 0.00, 0.00], [-0.01, 0.02, -0.01], [0.01, -0.06, 0.06], [-0.02, 0.08, -0.01], [-0.01, -0.04, -0.02], [-0.04, 0.03, 0.03], [0.00, -0.05, -0.01], [0.01, 0.00, 0.02], [0.02, 0.02, 0.07], [0.05, 0.00, 0.01], [-0.05, 0.04, 0.01], [0.00, -0.02, 0.04], [0.03, -0.05, -0.01], [-0.01, -0.01, -0.01], [0.00, -0.01, 0.00], [0.01, 0.00, 0.01], [0.01, -0.02, -0.01], [-0.01, 0.01, 0.00], [-0.01, -0.01, 0.00], [-0.01, 0.00, 0.01], [0.00, 0.00, -0.01], [0.00, -0.01, -0.01], [0.00, 0.00, 0.00], [0.00, 0.02, -0.01], [0.00, 0.01, -0.01], [0.00, 0.01, 0.00], [0.03, 0.01, 0.00], [-0.01, -0.01, 0.01], [-0.01, -0.01, -0.02], [0.01, -0.01, -0.01], [0.00, 0.00, 0.00], [-0.01, 0.01, -0.04], [0.00, 0.00, 0.00], [-0.02, 0.01, 0.00], [0.00, -0.01, -0.04], [0.00, 0.00, -0.01], [0.00, 0.00, 0.00], [0.03, -0.07, 0.03], [-0.02, 0.03, -0.03], [0.01, -0.01, 0.01]],
  "lowdin_charge": [1.058, -0.124, -0.130, -0.213, -0.121, -0.115, -0.220, -0.118, -0.102, -0.298, -0.114, -0.110, -0.267, -0.128, -0.491, -0.297, -0.227, -0.147, -0.206, 0.149, 0.138, 0.146, 0.127, 0.146, 0.142, 0.149, 0.148, 0.150, 0.140, 0.140, 0.146, 0.122, 0.149, 0.147, 0.135, 0.086, 0.076, 0.028, 0.020, 0.126, 0.132, 0.141, 0.111, 0.909, -0.647, 0.117]
}


[2]
{
  "formula": "C13H25Ag2F2NO3",
  "method": "the ωB97M-V functional and the def2-TZVPD basis",
  "homo_ev": [-14.723, -14.722],
  "e_lumo_ha": [-0.2242, -0.4015],
  "multiplicity": 3,
  "max_force_ev_per_a": 2.36,
  "de_lowest_kj_mol": 87.9,
  "total_charge": 2,
  "orbital_gap_ev": [8.6, 3.8],
  "elements": ["Ag", "Ag", "F", "F", "C", "C", "C", "C", "C", "C", "N", "O", "C", "C", "C", "H", "H", "H", "H", "H", "H", "H", "H", "H", "H", "H", "H", "H", "H", "H", "H", "H", "H", "H", "O", "C", "O", "C", "C", "C", "H", "H", "H", "H", "H", "H"],
  "coordinates": [[-22.557814, 28.864026, 21.392686], [-19.220234, 29.496438, 21.392487], [-20.649588, 28.173539, 20.283932], [-21.137092, 30.360063, 22.144380], [-21.651575, 21.048543, 23.055808], [-20.470284, 21.978867, 22.723098], [-19.341210, 21.110230, 22.154965], [-18.255600, 21.918808, 21.438159], [-18.874947, 22.730877, 20.320776], [-20.009498, 23.658866, 20.766208], [-20.923000, 22.910362, 21.664092], [-21.999855, 23.625144, 22.049495], [-19.468435, 24.936546, 21.392246], [-20.833966, 24.036501, 19.531284], [-20.037159, 22.778385, 23.964032], [-22.012295, 20.504589, 22.185018], [-22.486552, 21.581074, 23.508005], [-21.304897, 20.316719, 23.785652], [-18.950450, 20.510267, 22.974256], [-19.728623, 20.412180, 21.406586], [-17.487450, 21.231079, 21.090571], [-17.743426, 22.566767, 22.159904], [-19.220098, 22.071869, 19.521395], [-18.097378, 23.366953, 19.892690], [-19.047987, 25.588082, 20.631669], [-20.271380, 25.504940, 21.870221], [-18.687561, 24.723527, 22.119982], [-20.176385, 24.469971, 18.775208], [-21.313175, 23.179684, 19.056855], [-21.578391, 24.803388, 19.755004], [-20.898574, 22.943990, 24.613441], [-19.557914, 23.728769, 23.747653], [-19.351477, 22.168513, 24.550261], [-21.655735, 24.429703, 22.478418], [-22.275736, 28.438622, 14.191982], [-22.390983, 28.065513, 15.373630], [-21.449714, 28.175941, 16.215216], [-21.849882, 27.589773, 17.521818], [-23.132334, 26.801147, 17.202887], [-23.679707, 27.524832, 15.960856], [-22.031298, 28.429715, 18.185345], [-21.036960, 26.999552, 17.925932], [-23.834197, 26.936629, 18.022252], [-22.915988, 25.755897, 17.005557], [-24.284614, 28.402727, 16.212987], [-24.277174, 26.926755, 15.276850]],
  "atomic_forces_ev_per_a": [[0.67, 0.42, 0.10], [-0.40, 0.30, 0.11], [-0.38, -0.48, -0.17], [-0.02, -0.35, -0.08], [-0.11, 0.13, 0.39], [-0.30, -1.76, -0.71], [0.30, 0.25, -0.63], [-0.07, -0.10, 1.10], [0.56, -0.06, -0.07], [0.00, -0.69, -1.55], [0.85, 1.65, 1.46], [-0.19, -0.49, -0.04], [-0.13, 0.07, 0.90], [-0.28, 0.36, -0.44], [-0.42, 0.15, 0.34], [0.11, 0.05, -0.09], [0.04, 0.06, -0.05], [0.06, 0.01, -0.03], [0.08, 0.03, 0.01], [-0.30, -0.04, 0.21], [-0.03, 0.08, -0.30], [-0.05, 0.07, -0.09], [-0.10, -0.02, 0.05], [-0.14, 0.04, -0.17], [-0.10, -0.12, -0.21], [0.18, 0.22, 0.00], [-0.02, 0.05, 0.03], [0.22, -0.09, 0.18], [-0.06, -0.06, 0.22], [-0.06, -0.15, 0.11], [-0.02, 0.20, -0.14], [0.09, -0.04, -0.01], [0.13, -0.06, -0.19], [-0.15, 0.23, -0.18], [-0.18, -0.05, -0.11], [-0.11, 0.20, 0.35], [0.59, -0.29, -0.05], [-0.86, -0.12, 0.34], [0.51, 0.77, 0.00], [-0.37, -0.23, -0.18], [0.19, 0.10, -0.02], [0.24, 0.14, -0.27], [-0.10, -0.36, 0.00], [-0.16, -0.06, 0.00], [0.14, 0.08, -0.02], [0.18, -0.06, -0.10]],
  "lowdin_charge": [0.741, 0.754, -0.676, -0.706, 0.001, -0.459, -0.120, -0.154, -0.121, -0.469, 0.083, 0.104, 0.001, -0.017, 0.029, 0.101, 0.092, 0.111, 0.137, 0.134, 0.131, 0.120, 0.135, 0.139, 0.104, 0.085, 0.091, 0.100, 0.103, 0.083, 0.103, 0.077, 0.116, 0.138, 0.440, -0.356, 0.159, -0.057, -0.094, 0.004, 0.116, 0.119, 0.133, 0.129, 0.164, 0.152]
}


[3]
{
  "formula": "C13H25BN3O19S4",
  "method": "the ωB97M-V functional and the def2-TZVPD basis",
  "homo_ev": -13.402,
  "e_lumo_ha": -0.1585,
  "max_force_ev_per_a": 1.54,
  "total_charge": 1,
  "orbital_gap_ev": 9.1,
  "elements": ["N", "B", "O", "C", "C", "C", "C", "N", "N", "C", "O", "O", "H", "H", "H", "H", "H", "H", "H", "H", "H", "C", "C", "O", "S", "O", "O", "O", "H", "H", "H", "H", "C", "C", "O", "S", "O", "O", "O", "H", "H", "H", "H", "C", "C", "O", "S", "O", "O", "O", "H", "H", "H", "H", "C", "C", "O", "S", "O", "O", "O", "H", "H", "H", "H"],
  "coordinates": [[1.076960, 3.504687, 1.988320], [0.142736, 2.431929, 1.828007], [-0.995158, 2.544614, 1.121975], [0.399430, 1.006916, 2.515881], [0.031339, 0.852233, 3.859993], [0.273465, -0.351687, 4.441202], [0.871965, -1.340617, 3.662740], [1.190470, -1.225539, 2.400783], [0.932254, -0.021862, 1.870063], [1.307091, 0.105396, 0.453896], [2.469726, 0.868767, 0.341403], [3.583327, 0.013133, 0.074587], [0.632463, 4.315921, 2.405431], [1.809788, 3.240047, 2.635700], [-1.049827, 3.364851, 0.622256], [-0.414179, 1.670669, 4.394799], [0.025824, -0.565220, 5.465384], [1.082760, -2.298655, 4.104466], [1.518846, -0.881845, 0.068724], [0.495637, 0.506641, -0.139608], [3.895149, -0.259457, 0.949611], [-2.309396, -3.558468, 1.923494], [-2.947510, -2.516262, 2.817539], [-3.127799, -3.191624, 4.072358], [-1.950987, -4.238730, 4.299566], [-0.949233, -3.609349, 5.089843], [-2.506513, -5.487189, 4.649797], [-1.404484, -4.263565, 2.798664], [-3.045431, -4.266695, 1.542121], [-1.763782, -3.120121, 1.093201], [-3.900547, -2.161678, 2.440011], [-2.285401, -1.663695, 2.982099], [4.694786, -2.836997, -0.805682], [4.182496, -3.616040, 0.388007], [2.758950, -3.403801, 0.358004], [2.269160, -3.282384, -1.157739], [1.766701, -4.525426, -1.601098], [1.490084, -2.097500, -1.275550], [3.699087, -3.046187, -1.816697], [4.751525, -1.766813, -0.596311], [5.660333, -3.188687, -1.155922], [4.593023, -3.264809, 1.330000], [4.373032, -4.685054, 0.285216], [-0.877306, 0.353136, -2.300029], [-2.293941, 0.240550, -2.807718], [-3.074386, 0.013682, -1.605484], [-2.427385, 0.777836, -0.388746], [-3.081137, 2.014225, -0.175687], [-2.272816, -0.158265, 0.676073], [-0.999325, 1.076509, -1.051668], [-0.442393, -0.622811, -2.078552], [-0.235400, 0.891250, -2.990572], [-2.427320, -0.582748, -3.502019], [-2.622694, 1.167877, -3.280238], [-0.596991, 5.364644, -5.527989], [-0.494236, 5.038916, -4.053683], [-1.754255, 4.422238, -3.741713], [-2.282193, 3.606408, -5.008839], [-1.937454, 2.232300, -4.851327], [-3.613122, 3.992056, -5.276514], [-1.299702, 4.243031, -6.086870], [-1.188431, 6.264189, -5.702733], [0.373366, 5.470370, -6.003223], [-0.345933, 5.918619, -3.435347], [0.301131, 4.316350, -3.858478]],
  "atomic_forces_ev_per_a": [[-0.40, -0.75, 1.28], [0.39, 0.32, -0.54], [0.47, 0.04, 0.58], [-0.25, 0.37, -0.06], [0.24, -0.15, -0.26], [-0.10, 0.14, 0.11], [0.16, -0.96, 0.22], [-0.13, 0.90, -0.01], [-0.22, -0.33, 0.15], [0.80, -0.69, -0.27], [0.11, 0.53, 0.00], [-0.12, -0.09, -0.05], [0.09, 0.44, -0.54], [0.39, 0.21, -0.23], [-0.31, 0.14, -0.07], [-0.12, 0.20, 0.09], [-0.07, -0.07, 0.21], [0.01, -0.29, 0.00], [-0.20, -0.05, 0.33], [0.09, 0.54, 0.51], [-0.06, 0.22, 0.23], [-0.30, -0.14, -0.07], [0.29, 0.26, -0.05], [-0.25, -0.23, -0.19], [-0.10, 0.37, -0.35], [0.34, -0.05, 0.26], [0.06, -0.08, 0.18], [-0.03, 0.20, -0.06], [-0.01, 0.00, 0.02], [0.21, -0.04, 0.09], [-0.12, -0.08, 0.16], [-0.01, 0.03, -0.10], [0.19, 0.36, 0.26], [0.20, -0.40, -0.15], [-0.03, 0.41, -0.11], [0.72, -0.58, 0.03], [-0.23, 0.04, -0.13], [-0.32, -0.20, -0.33], [-0.19, -0.12, 0.06], [0.03, -0.13, -0.09], [-0.10, -0.12, -0.20], [-0.21, 0.08, 0.08], [0.02, 0.01, 0.01], [0.06, -0.53, -0.17], [-0.17, 0.49, -0.20], [0.30, -0.28, -0.03], [-0.53, 0.10, -0.21], [-0.41, -0.11, -0.16], [0.19, -0.03, 0.20], [-0.43, 0.11, -0.67], [0.02, -0.03, -0.04], [0.00, 0.24, 0.15], [-0.15, -0.14, 0.18], [-0.01, -0.33, 0.25], [-0.14, 0.40, 0.03], [0.35, -0.21, -0.02], [-0.05, 0.16, -0.08], [0.19, 0.23, -0.17], [0.07, 0.16, -0.25], [-0.21, -0.10, 0.09], [0.16, -0.19, 0.16], [0.00, 0.00, 0.02], [-0.03, -0.20, -0.13], [-0.22, 0.00, 0.08], [0.02, 0.03, -0.02]],
  "lowdin_charge": [0.214, -0.592, 0.158, -0.013, 0.057, 0.033, -0.061, 0.199, 0.016, -0.123, -0.058, -0.001, 0.102, 0.088, 0.137, 0.140, 0.136, 0.123, 0.085, 0.115, 0.107, -0.142, -0.164, -0.180, 0.592, -0.243, -0.189, -0.192, 0.139, 0.128, 0.141, 0.108, -0.147, -0.142, -0.197, 0.611, -0.184, -0.246, -0.162, 0.107, 0.144, 0.136, 0.139, -0.124, -0.127, -0.162, 0.601, -0.199, -0.224, -0.252, 0.119, 0.141, 0.149, 0.098, -0.147, -0.157, -0.188, 0.606, -0.239, -0.188, -0.175, 0.139, 0.139, 0.137, 0.132]
}


[4]
{
  "formula": "C13H25BaFNO8S2",
  "method": "the ωB97M-V functional and the def2-TZVPD basis",
  "homo_ev": -2.179,
  "e_lumo_ha": 0.0417,
  "max_force_ev_per_a": 3.26,
  "total_charge": -1,
  "orbital_gap_ev": 3.3,
  "elements": ["Ba", "F", "O", "C", "C", "O", "H", "H", "H", "H", "O", "S", "O", "O", "C", "C", "C", "H", "H", "H", "H", "H", "H", "H", "H", "O", "S", "O", "O", "C", "C", "C", "H", "H", "H", "H", "H", "H", "H", "H", "N", "C", "C", "C", "C", "C", "H", "H", "H", "H", "H"],
  "coordinates": [[0.346058, -0.519845, -2.051902], [-2.697642, -2.851025, -1.829482], [3.264228, -1.776125, -4.403802], [3.159738, -1.389665, -5.789532], [1.754058, -1.243395, -6.607182], [0.655288, -0.496565, -6.015142], [3.914568, -1.938745, -6.352422], [3.540988, -0.371845, -5.871952], [1.428248, -2.281775, -6.668012], [1.996068, -1.055805, -7.653292], [0.414718, -4.037905, 1.435928], [0.245338, -5.278565, 2.174068], [1.387998, -6.125435, 2.522348], [-0.576862, -4.902765, 3.559058], [-0.611112, -5.837145, 4.613508], [-1.833162, -5.630885, 5.507098], [-1.090972, -6.220285, 1.409818], [0.328388, -5.797655, 5.164758], [-0.603452, -6.844965, 4.198378], [-1.756462, -4.790575, 6.197098], [-1.932952, -6.451805, 6.217178], [-2.742542, -5.500555, 4.920458], [-1.961772, -5.587615, 1.581688], [-1.229462, -7.102825, 2.034348], [-0.885402, -6.581775, 0.402258], [3.683958, 5.037645, -2.923472], [2.249888, 4.927015, -2.620152], [1.747958, 3.756395, -1.873742], [1.775368, 6.352255, -1.894252], [0.459388, 6.399885, -1.421172], [-0.000062, 7.792605, -1.002372], [1.339758, 5.115775, -4.232702], [0.342178, 5.614735, -0.674242], [-0.195422, 6.080545, -2.231942], [0.537338, 8.136845, -0.118732], [-1.023572, 7.758815, -0.629032], [0.129018, 8.611575, -1.710002], [1.387748, 6.154995, -4.557982], [0.373488, 4.637985, -4.071072], [1.891058, 4.585905, -5.009492], [-1.181612, 0.487095, 1.856128], [-2.116972, -0.282745, 2.503618], [-2.600062, 0.011435, 3.809098], [-2.203842, 1.202875, 4.351318], [-1.219302, 1.948745, 3.715008], [-0.715132, 1.588585, 2.471578], [-2.448122, -1.143665, 1.941868], [-3.300432, -0.690845, 4.236508], [-2.640102, 1.550165, 5.276228], [-0.928832, 2.917045, 4.095028], [0.142408, 2.063905, 2.018708]],
  "atomic_forces_ev_per_a": [[0.04, -1.38, -2.02], [0.84, 0.75, 0.23], [-1.29, 0.41, -1.35], [-0.46, 1.42, 1.88], [-1.24, -1.03, 2.84], [2.16, -0.50, -0.52], [-0.30, -0.83, -0.61], [0.25, 0.84, 0.09], [-0.37, -0.69, 0.08], [0.25, 1.06, -0.28], [-0.12, -1.58, 1.38], [0.30, 0.05, -0.13], [-1.70, 1.24, -0.44], [0.57, 0.90, -1.43], [0.30, -1.03, 0.65], [0.27, 0.27, 0.24], [0.37, -0.25, 0.98], [-0.03, 0.28, 0.22], [-0.31, -0.17, -0.06], [0.25, 0.44, -0.42], [-0.08, -0.43, -0.40], [0.02, -0.20, 0.02], [0.05, 0.01, -0.77], [0.13, -0.06, 0.10], [0.01, 0.67, 0.00], [-2.81, 0.15, 1.12], [1.07, -0.29, -1.10], [0.55, 2.31, -1.06], [2.09, -1.06, -0.67], [-1.74, -0.41, -0.46], [0.71, 0.09, 1.24], [0.83, -0.61, 0.85], [-0.11, 0.41, 0.51], [-0.24, -0.01, -0.23], [0.37, -0.14, 0.09], [-0.18, -0.17, -0.48], [-0.14, -0.48, -0.46], [-0.48, 0.04, 0.54], [-0.08, 0.48, -0.30], [0.10, -0.47, 0.41], [-0.77, -0.70, 0.53], [1.20, 1.40, 0.21], [0.30, -0.76, -2.37], [0.34, 0.29, 0.37], [-0.10, 1.02, -0.44], [-0.75, -1.79, 0.72], [-0.07, -0.13, 0.05], [-0.09, 0.22, 0.26], [0.11, 0.05, 0.15], [0.15, -0.04, 0.38], [-0.18, 0.40, -0.15]],
  "lowdin_charge": [1.487, -0.908, -0.470, -0.442, -0.429, -0.470, 0.060, 0.045, 0.052, 0.057, -0.291, 0.664, -0.301, -0.279, -0.303, -0.061, -0.101, 0.119, 0.103, 0.071, 0.075, 0.080, 0.078, 0.056, 0.085, -0.296, 0.702, -0.339, -0.267, -0.317, -0.060, -0.092, 0.115, 0.103, 0.072, 0.079, 0.080, 0.071, 0.062, 0.074, 0.031, -0.095, -0.064, -0.096, -0.086, -0.157, 0.106, 0.100, 0.103, 0.095, 0.097]
}